# 1
{"formula": "C33H48N10O8", "method": "ωB97M-V/def2-TZVPD", "homo_energy_ev": -8.985, "lumo_energy_ha": -0.0248, "multiplicity": 1, "total_charge": 0, "smiles": "C#CCCC[C@@]1(ON=O)OC(=O)O[C@]1(CCOC=O)CCOCC.CC#N.CC#N.CC#N.CC#N.CC#N.CC#N.CC#N.CC#N.CC#N", "total_energy_ev": -66255.387, "gap_ha": 0.305, "symbols": ["H", "H", "H", "H", "H", "C", "C", "C", "H", "H", "H", "H", "N", "H", "C", "C", "H", "H", "C", "H", "H", "C", "C", "H", "C", "H", "O", "H", "C", "O", "H", "H", "C", "H", "C", "C", "C", "H", "H", "N", "H", "C", "C", "C", "H", "C", "H", "N", "N", "H", "C", "C", "O", "H", "H", "C", "H", "C", "H", "H", "H", "C", "O", "O", "H", "H", "C", "C", "H", "H", "H", "C", "C", "N", "C", "H", "N", "C", "H", "H", "O", "O", "H", "C", "H", "H", "H", "C", "H", "H", "O", "N", "N", "C", "N", "C", "H", "H", "N"], "xyz": [[0.37508, -2.85239, 1.79222], [3.72408, -7.44946, 4.29539], [4.71329, -1.52541, -3.37917], [-0.51234, 2.57612, -9.96897], [4.20185, 2.90107, -1.97951], [-0.32344, 2.39960, -8.90654], [2.14631, -0.50933, 0.46640], [0.19921, 1.44106, -0.22870], [-1.36479, 1.62019, -5.79787], [1.02837, 1.56760, -1.07577], [-4.52825, -0.40778, 1.46920], [-4.20396, 0.11253, -1.01629], [4.29486, 5.90712, -3.37858], [0.94611, 0.85621, 4.19152], [2.68737, -3.08485, 1.32374], [-9.00287, 5.92003, -3.80179], [-6.44498, 1.57341, -2.25276], [-3.78876, -2.03272, 0.74546], [-0.66657, 1.19163, -5.07365], [-9.97575, 5.42102, -3.82083], [0.75295, 2.28778, -8.74992], [0.01808, 0.26402, 2.19050], [1.17882, -3.70703, 1.57199], [-1.16791, 0.52031, -1.89992], [-0.27011, 2.24379, -4.05085], [-0.33965, -5.05853, -2.11613], [2.10429, -1.23952, -0.83323], [3.41649, -0.49033, -2.73316], [0.72612, -7.27009, 8.06495], [5.25525, 0.24376, 0.13686], [3.38420, -3.60709, 2.14012], [-1.14740, 0.34702, -4.57237], [-1.25232, 1.29081, -1.01308], [-0.02129, 2.25146, 3.37332], [3.42612, -0.67009, -4.87950], [0.14866, -4.97950, -1.02980], [2.02850, 3.27523, 2.25895], [1.70574, 3.07809, 6.51346], [3.21591, 3.94764, -0.92938], [-4.27182, 1.41108, -4.75351], [0.72841, 3.31683, 7.98248], [4.14397, -0.60592, -3.54125], [-5.94796, 2.40050, -2.76730], [-1.04646, 1.14163, -8.45368], [3.24393, -7.17301, 5.98756], [2.99092, -6.96305, 4.94460], [0.71649, -7.09033, 10.21128], [0.05882, 3.11668, -3.20244], [-1.64619, 0.09800, -8.07806], [2.25094, -1.32583, 2.70667], [0.75293, 1.38233, 3.13751], [2.76499, -1.44921, 1.65832], [-2.40057, 1.07729, -0.11913], [3.92536, -1.24102, 1.84665], [-5.36640, 2.97398, -2.04027], [-0.20741, 2.08913, 6.48043], [-2.71527, -0.84774, 1.74536], [-8.15355, 5.35657, -2.67418], [-6.70651, 3.05183, -3.20998], [-1.43383, 2.34926, -1.53389], [2.51826, 3.27411, -2.42272], [1.44397, -7.20592, 9.40319], [3.13317, 3.93936, 1.85956], [-0.10813, -0.97286, -0.03571], [0.99353, 3.82158, 2.25189], [3.15505, -3.35759, 0.28394], [0.61723, 0.13539, 0.67010], [0.69615, -1.48930, -1.19157], [-9.15575, 6.99251, -3.65326], [-0.00865, -0.79167, 2.72824], [2.01329, -8.12541, 9.56527], [0.66297, -4.57378, 0.23832], [3.42821, 3.67370, -1.96644], [-7.44891, 4.88922, -1.73877], [-3.18009, -0.11703, -0.47837], [4.83050, 0.24504, -3.52689], [3.00446, -4.21796, 4.49993], [2.99834, -5.46264, 4.70160], [-8.50224, 5.76106, -4.76080], [1.53938, 1.75773, 7.69626], [3.19448, 0.51501, 0.16556], [2.05674, 1.85667, 2.64851], [-2.57586, -0.93114, -1.08678], [-3.58457, -0.87581, 0.95636], [-0.67899, 3.26058, -8.33368], [0.10708, 2.45071, 0.40159], [0.22057, 0.83349, -5.60309], [3.90185, 4.89443, -2.73831], [-1.11968, 0.59622, 2.10283], [1.99921, -7.37058, 4.72989], [0.26141, -2.02742, -2.35210], [0.13057, -7.32322, 6.95480], [2.83057, -0.72322, -5.98965], [-5.03183, 1.85965, -3.85291], [-1.22794, 1.67053, 5.86952], [1.02277, 2.59384, 7.21681], [2.13050, -6.35496, 9.41756], [1.15043, -4.45597, 2.49342], [4.23391, -0.06671, -0.49756]], "atomic_forces_ev_per_a": [[1.7, -2.0, -0.8], [-0.1, 0.2, 0.1], [-0.2, 0.1, -0.1], [0.0, -0.1, 0.2], [0.0, 0.2, 0.0], [-0.6, -1.0, 0.4], [0.8, 0.2, -0.3], [0.3, 0.5, -0.5], [0.1, 0.0, 0.3], [-1.9, 0.0, 1.8], [1.8, -0.8, -1.1], [2.2, -0.1, 0.8], [-3.1, -8.1, 5.1], [-0.3, 1.3, -2.4], [0.5, -0.2, 1.1], [0.7, -0.5, 0.9], [0.1, 0.1, -0.2], [0.3, 2.6, 0.4], [0.3, 0.9, 0.8], [0.2, 0.0, 0.1], [-0.2, -0.1, 0.0], [-0.6, -0.4, -0.2], [-0.7, -1.1, -0.9], [-0.3, 1.3, 2.0], [2.2, 5.6, 5.4], [1.5, 0.0, 3.2], [-4.5, -0.3, 0.4], [0.1, -0.1, -0.3], [-3.9, -0.3, -7.3], [-3.0, -1.2, -3.0], [-1.5, 1.3, -1.8], [0.0, 0.2, 0.0], [0.5, 1.5, -0.9], [1.9, -1.6, -0.7], [-3.9, -0.3, -7.3], [3.3, 3.8, 8.6], [5.6, 1.8, -2.0], [-0.2, -0.1, 0.0], [0.1, 0.0, -0.1], [-6.0, 3.6, 7.2], [-0.1, -0.1, -0.2], [-0.7, 0.0, -1.2], [0.8, -0.5, -1.0], [-4.0, -6.9, 2.4], [-0.1, 0.2, -0.2], [0.0, 1.2, -0.3], [0.0, 0.0, -0.2], [-2.5, -6.9, -6.8], [4.8, 8.4, -3.0], [0.8, 0.1, -2.2], [-1.2, -0.9, 1.5], [0.5, -1.6, 0.4], [0.7, -1.7, -1.9], [-2.7, -0.1, -0.7], [-0.1, -0.1, -0.2], [-6.8, -2.7, -4.0], [-1.6, 0.1, -1.8], [4.6, -3.0, 6.2], [0.3, -0.2, 0.1], [0.6, -2.4, 1.2], [0.1, 0.2, 0.0], [-0.6, -0.1, -1.1], [-7.3, -4.8, 2.8], [2.0, -1.2, -2.6], [1.7, -1.3, 0.3], [-1.3, 0.7, 1.9], [-0.5, -0.2, -0.7], [-1.1, -1.0, -3.0], [0.1, -0.2, 0.1], [0.3, 2.2, -1.2], [-0.1, 0.1, -0.1], [-3.7, -1.4, -8.7], [0.4, 1.0, -0.6], [-5.7, 3.8, -7.5], [-0.7, -1.8, 1.7], [-0.1, -0.1, -0.1], [-0.1, -9.9, 1.7], [0.0, 8.1, -1.3], [0.0, 0.0, 0.2], [-0.2, 0.1, -0.1], [-2.6, -0.5, 0.8], [-1.5, 3.8, -0.7], [-1.0, 2.1, 1.1], [0.0, -0.5, -0.1], [0.0, -0.2, 0.0], [0.5, -2.4, -1.2], [0.0, 0.1, 0.2], [2.6, 6.7, -4.2], [2.5, -0.7, -0.1], [0.1, 0.2, 0.1], [3.1, 4.0, 8.6], [4.8, 0.4, 8.9], [4.7, 0.5, 8.9], [5.0, -3.0, -5.9], [8.2, 3.4, 4.9], [-1.0, -0.4, -0.6], [-0.2, -0.1, -0.1], [0.2, 1.7, -2.0], [4.5, 1.3, 3.3]], "lowdin_charge": [0.11, 0.08, 0.08, 0.07, 0.06, -0.08, -0.24, -0.04, 0.04, 0.13, 0.08, 0.12, 0.07, 0.13, -0.18, -0.07, 0.08, 0.09, -0.08, 0.08, 0.08, -0.06, -0.19, 0.12, -0.17, 0.07, -0.01, 0.03, -0.20, 0.05, 0.09, 0.07, -0.19, 0.12, -0.20, 0.04, -0.14, 0.08, 0.06, 0.09, 0.08, -0.08, -0.10, -0.22, 0.07, -0.08, 0.08, 0.10, 0.11, 0.13, -0.19, -0.06, -0.21, 0.14, 0.07, -0.21, 0.06, -0.19, 0.03, 0.11, 0.03, -0.08, -0.05, -0.05, 0.16, 0.12, -0.22, -0.20, 0.08, 0.12, 0.08, -0.09, -0.08, 0.10, -0.22, 0.07, 0.10, -0.18, 0.08, 0.08, -0.08, -0.11, 0.13, -0.10, 0.08, 0.13, 0.06, -0.20, 0.13, 0.07, 0.01, 0.10, 0.08, -0.20, 0.10, -0.07, 0.08, 0.09, 0.00]}

---

# 2
{"formula": "C33H49BBrF16N4O17P2", "method": "ωB97M-V/def2-TZVPD", "homo_energy_ev": -10.874, "lumo_energy_ha": -0.1370, "multiplicity": 1, "total_charge": 1, "total_energy_ev": -208555.102, "gap_ha": 0.263, "symbols": ["B", "H", "C", "C", "C", "C", "O", "N", "C", "N", "C", "C", "C", "H", "O", "H", "O", "H", "O", "H", "H", "C", "H", "H", "O", "H", "H", "F", "C", "C", "F", "O", "O", "O", "O", "H", "H", "H", "O", "H", "H", "C", "H", "F", "C", "H", "H", "H", "F", "H", "F", "H", "C", "F", "H", "C", "C", "H", "C", "O", "H", "O", "H", "F", "H", "H", "C", "F", "C", "N", "C", "O", "C", "H", "O", "C", "H", "H", "H", "H", "P", "P", "H", "H", "H", "C", "H", "F", "H", "C", "F", "H", "C", "F", "H", "H", "H", "C", "F", "H", "O", "H", "N", "H", "F", "H", "H", "F", "C", "F", "C", "C", "C", "H", "C", "C", "F", "H", "Br", "C", "H", "O", "O"], "xyz": [[-1.28123, -2.86164, -0.16369], [-5.77806, -3.86565, 4.37789], [2.38771, 1.11232, -0.24146], [-3.20532, -0.38320, -3.42721], [-2.36881, -1.38743, -5.73636], [6.70265, 1.71453, 2.98190], [-1.88968, 0.31496, 4.09836], [1.78366, -0.17376, 0.13189], [-6.94339, -1.74465, 3.61455], [-4.38289, 0.99670, 4.13749], [-0.84830, -1.28556, -5.47400], [-5.33778, 0.35144, -0.44433], [5.63708, 0.62135, 3.19392], [1.41180, 0.58462, 2.11063], [6.51561, 2.86015, 3.25994], [-1.65827, -3.98726, -1.76491], [-0.23821, -2.25172, -5.14716], [3.20712, -0.47934, -2.27491], [3.08013, -0.10649, 6.55583], [-5.31570, -4.77851, -0.15335], [0.28900, 0.14126, -4.97666], [0.98586, -1.03880, 6.11147], [-4.46571, 1.07248, 1.65597], [3.59481, 1.89081, 6.84242], [7.77567, 1.17847, 2.43533], [10.53473, 3.01297, 3.10758], [-0.46548, 1.32318, 0.86424], [-4.50093, -1.76061, -4.84659], [2.24362, 3.18512, -10.09366], [1.30612, 2.38141, -8.10276], [4.66164, 1.05903, 3.98643], [-4.58811, -4.16540, 0.03544], [-0.35624, -0.06046, -5.67014], [-1.81364, -3.95318, -0.81563], [-2.59933, 2.65004, 0.28494], [1.73127, 1.93685, -7.20472], [9.46382, 1.57200, 1.39314], [-0.65834, 1.57594, -7.77979], [4.09530, 2.15626, -1.56035], [-5.63012, 1.37062, -0.21330], [0.22724, -3.83884, 0.45689], [0.09705, 1.59909, -8.56355], [2.41497, 1.78493, 0.62244], [-2.83786, -2.74399, -3.85526], [-5.03167, -2.94401, -0.27138], [-7.63806, -2.57683, 3.51120], [-1.70184, -1.56394, 2.30189], [-7.29108, -0.86491, 3.08503], [0.97554, -0.90871, 4.75988], [-4.17967, -3.13873, 4.49872], [6.15490, -0.47894, 3.73997], [-2.75152, 0.92106, 1.61624], [1.01240, -0.11181, 1.36352], [1.50123, -2.23265, 6.39088], [1.03476, -1.10092, 1.82349], [-2.03644, -1.44342, 0.21278], [-3.22128, -1.58911, -4.45034], [4.56588, -0.28712, 8.77268], [9.68016, 2.39223, 3.37177], [-6.15326, -2.58581, -0.06128], [-4.65588, -4.02015, 3.02648], [-1.34445, -1.14464, -2.30699], [8.46493, 2.99179, 1.67992], [-4.44818, 0.09331, -3.29067], [1.76653, 1.60075, -0.99751], [9.08690, 2.92156, 4.11621], [4.20719, 0.72030, 8.56146], [4.53363, 3.61689, -10.44182], [3.46752, 3.05234, -11.02201], [-3.14174, -1.02158, -0.77065], [4.04602, -0.25267, -1.61944], [2.36567, 2.34408, -9.07556], [3.81298, 0.99236, -0.77460], [-4.85587, -1.66882, -1.88965], [-0.01111, -2.91572, 0.30102], [-0.44126, 0.26288, 1.13188], [-3.58727, -2.79061, -1.81269], [4.52308, 1.01376, 0.04509], [-6.86648, -1.51232, 4.67943], [0.37792, 0.57488, -8.81156], [-2.90383, 1.75987, -1.02929], [-3.38449, -0.35579, 3.96998], [1.05289, 3.41614, -7.87473], [-0.34300, 2.04442, -9.45463], [-2.73006, 3.59469, 0.12457], [-4.14293, -2.09295, -1.19349], [-5.85313, -0.25808, 0.29327], [-2.55615, -2.53719, -6.43708], [2.52394, -0.84059, 0.30136], [-2.45244, -0.79242, -2.12503], [-0.27786, -1.01691, 6.51519], [4.90598, 0.76264, 6.52515], [-2.54204, -1.71413, 1.62110], [3.24053, 3.66092, -12.17685], [-4.60255, 1.09410, 5.12333], [4.94620, 1.43796, 8.91409], [-1.18970, -0.34694, 4.04247], [-3.66714, 0.42717, 1.30504], [5.08673, 0.28066, 2.01408], [3.28577, 0.87098, 9.12232], [1.27786, 1.02760, 7.30637], [3.41893, 2.21922, -2.24149], [-5.01160, -1.43059, 2.23886], [10.04215, 1.47001, 3.82639], [-2.79221, -3.08371, 1.74789], [4.19082, -1.12123, -0.97331], [4.96800, -0.13886, -2.18125], [-2.85904, -0.37910, -6.47234], [8.86230, 2.08729, 2.13741], [-2.46455, 0.61473, -3.97004], [-4.99750, -3.35776, 3.81713], [1.79486, 0.10508, 6.75380], [3.98086, 0.90023, 7.07755], [-5.71118, 0.08503, -1.42322], [-3.72103, -0.85915, 2.16335], [-5.55781, -2.10581, 3.18574], [3.75067, 1.76939, -11.26255], [-3.87058, 1.84954, 3.90701], [-4.45326, 3.01565, -2.02674], [-3.81580, 0.27376, -0.23045], [-0.94017, 0.24241, 2.09527], [-1.04904, -0.46419, 0.08095], [1.35689, 3.96106, -10.27955]], "atomic_forces_ev_per_a": [[0.2, -0.1, -0.6], [0.0, 0.0, 0.1], [-0.1, -0.2, 0.3], [0.0, 0.6, -0.4], [0.1, -0.8, -0.7], [0.2, 0.0, -0.1], [0.0, 0.4, -0.9], [0.4, 0.3, 0.6], [0.0, -0.1, -0.3], [0.8, 0.5, 0.0], [0.1, 0.0, -0.1], [-0.2, -0.4, 0.2], [-0.1, -0.1, 0.1], [0.0, 0.2, 0.0], [-0.1, 0.1, 0.1], [0.2, -0.2, 0.0], [0.0, 0.0, 0.3], [0.0, 0.1, -0.2], [0.0, -0.1, -0.1], [-0.1, 0.0, 0.6], [0.4, -0.2, -0.3], [-0.1, -0.2, 0.0], [-0.1, 0.0, -0.2], [-0.2, -0.1, 0.0], [-0.1, -0.1, 0.0], [0.0, 0.0, 0.0], [-0.2, -0.1, -0.4], [0.4, 0.1, 0.1], [0.0, 0.0, 0.1], [-0.3, 0.0, 0.3], [0.0, 0.1, 0.0], [0.5, -0.1, -0.7], [-0.4, 0.4, 0.4], [-0.4, 0.4, -0.1], [-0.1, 0.2, 0.2], [0.1, 0.0, -0.1], [-0.1, -0.1, 0.0], [0.0, 0.0, 0.0], [0.1, 0.1, 0.4], [0.0, 0.1, -0.2], [0.3, 0.0, -0.3], [0.0, 0.0, -0.3], [-0.1, 0.1, 0.0], [0.1, 0.2, -0.1], [-0.9, 0.4, 0.2], [-0.1, 0.0, 0.0], [0.3, 0.1, -0.4], [-0.1, 0.0, -0.1], [0.0, 0.1, 0.0], [0.1, 0.0, -0.1], [0.0, 0.0, 0.0], [0.1, 0.1, -0.3], [-0.4, -0.9, -0.2], [0.0, 0.0, 0.0], [0.1, -0.1, 0.0], [1.3, -1.4, -0.1], [-0.7, 0.0, -0.3], [0.1, 0.0, 0.0], [-0.2, -0.1, 0.2], [-0.1, -0.1, -0.2], [0.2, 0.0, 0.0], [0.4, -0.3, 0.1], [-0.2, 0.0, 0.1], [0.1, -0.2, 0.3], [0.0, 0.0, -0.1], [0.0, 0.1, 0.0], [-0.2, -0.2, 0.0], [0.0, 0.0, 0.0], [0.0, 0.0, -0.1], [-1.0, 0.6, 0.0], [0.1, -0.3, 0.6], [0.1, 0.0, 0.0], [-0.2, 0.2, -1.0], [-0.1, 0.6, 0.3], [-0.4, 0.0, 0.8], [0.8, 1.1, 0.6], [0.2, -0.2, 0.4], [0.0, 0.1, -0.1], [-0.1, 0.0, 0.1], [0.0, 0.0, 0.1], [0.5, -0.5, -0.8], [-0.8, -1.6, 1.2], [0.0, 0.1, -0.2], [0.0, 0.1, 0.0], [0.1, 0.0, 0.0], [0.5, -0.9, -0.4], [0.1, -0.3, 0.0], [0.0, 0.3, 0.1], [0.0, -0.1, -0.2], [0.2, 0.1, -0.2], [-0.1, 0.0, 0.0], [-0.1, -0.1, -0.1], [-0.2, 0.1, 1.3], [0.0, 0.0, 0.0], [-0.3, -0.1, 0.0], [0.0, 0.0, 0.0], [0.1, 0.0, 0.4], [0.2, -0.7, 0.5], [0.0, -0.1, 0.1], [0.0, 0.1, 0.0], [-0.1, 0.0, 0.0], [0.0, 0.0, -0.1], [-0.8, 1.6, 1.1], [0.1, 0.0, -0.1], [-0.2, 0.2, -0.3], [0.0, -0.1, 0.0], [0.0, 0.1, -0.2], [0.1, 0.0, 0.4], [0.4, 0.2, -0.1], [-0.1, -0.3, 0.2], [-0.1, 0.1, 0.2], [0.2, 0.1, 0.0], [0.4, 0.3, 0.2], [0.0, 0.2, -0.2], [1.0, 0.1, -1.2], [0.3, -0.7, -0.7], [0.0, 0.0, 0.0], [-0.3, 0.1, -0.3], [0.0, 0.0, 0.1], [-1.1, 1.2, 0.8], [-0.3, -0.3, -0.2], [-0.8, 0.5, 0.0], [-0.1, 0.1, -0.1]], "lowdin_charge": [-0.59, 0.08, -0.17, -0.36, -0.35, -0.41, -0.28, -0.02, -0.02, -0.13, -0.43, -0.10, -0.54, 0.12, 0.18, 0.12, 0.20, 0.08, 0.04, 0.15, 0.15, -0.53, 0.12, 0.13, 0.04, 0.09, 0.12, 0.17, -0.40, -0.20, 0.16, 0.13, 0.14, 0.18, -0.33, 0.12, 0.13, 0.07, -0.04, 0.05, 0.14, -0.06, 0.12, 0.14, -0.47, 0.09, 0.14, 0.08, 0.13, 0.06, 0.18, 0.08, -0.20, 0.18, 0.11, -0.21, -0.32, 0.09, -0.06, 0.14, 0.07, 0.24, 0.13, 0.11, 0.12, 0.08, -0.05, 0.17, -0.56, 0.04, -0.04, 0.03, -0.42, 0.13, 0.23, -0.17, 0.12, 0.12, 0.10, 0.09, 0.68, 0.94, 0.13, 0.08, 0.06, 0.03, 0.08, 0.15, 0.10, -0.28, 0.17, 0.11, -0.17, 0.18, 0.04, 0.09, 0.02, -0.15, 0.15, 0.08, 0.18, 0.08, 0.08, 0.09, 0.04, 0.08, 0.09, 0.17, -0.18, 0.12, -0.03, -0.41, -0.19, 0.07, -0.47, -0.41, 0.17, 0.06, 0.45, -0.43, 0.08, -0.06, 0.18]}